Version 1
Entry from the OMol25 dataset: a molecular structure, C4H3NS2 (ωB97M-V/def2-TZVPD).

Output
LUMO level: -0.0164 hartree
M: 129.2 g mol⁻¹
orbital gap: 0.306 hartree

```
! wB97M-V def2-TZVPD RIJCOSX def2/J DEFGRID3
* xyz 0 1
S -1.980 1.612 0.736
S 1.157 1.020 0.391
N -0.982 -0.644 0.014
C -2.271 -0.387 0.224
C 1.858 -0.465 -0.411
C -0.511 0.620 0.233
C -3.246 0.425 0.316
H 1.611 -0.365 -1.434
H 2.916 -0.479 -0.215
H 1.448 -1.337 0.147
*
```

Version 2
Entry from the OMol25 dataset: C4H3NS2 in the gas phase (ωB97M-V/def2-TZVPD).

Output
LUMO level: -0.0823 hartree
M: 129.2 g mol⁻¹
orbital gap: 0.262 hartree
SMILES string: N#CC(=S)[C@@H]1CS1

```
! wB97M-V def2-TZVPD RIJCOSX def2/J DEFGRID3
* xyz 0 1
S 1.904 -0.668 -0.543
S -1.311 1.482 -0.272
N -2.357 -1.806 -0.114
C -1.465 -1.028 0.259
C 0.756 -0.240 0.794
C -0.691 0.009 0.340
C 1.774 0.883 0.418
H 2.664 0.989 1.209
H 1.339 1.812 0.047
H 0.764 -0.929 1.705
*
```

Ranking the structures above by energy, version 2 is first and the second is 0.0535 hartree behind.